A structure of composition C27H57N2O6P2V. Source: OMol25; level of theory: wB97M-V/def2-TZVPD.

```
! wB97M-V def2-TZVPD RIJCOSX def2/J DEFGRID3
* xyz 1 4
V 0.70 0.26 -0.32
C 2.82 0.80 -0.88
C 2.05 0.85 -2.07
C 1.06 1.87 -1.90
C 1.23 2.44 -0.62
C 2.32 1.78 0.02
C 2.98 2.18 1.31
C 0.43 3.58 -0.06
C 0.08 2.32 -2.94
C 2.41 0.16 -3.35
C 4.02 -0.07 -0.66
H 3.24 1.32 1.94
H 2.34 2.83 1.90
H 3.90 2.72 1.12
H -0.61 3.52 -0.35
H 0.83 4.54 -0.40
H 0.47 3.60 1.03
H -0.81 2.76 -2.48
H -0.26 1.49 -3.57
H 0.52 3.06 -3.61
H 1.63 0.24 -4.10
H 2.64 -0.90 -3.21
H 3.31 0.61 -3.79
H 4.91 0.38 -1.11
H 3.91 -1.06 -1.12
H 4.23 -0.21 0.40
N 1.31 -1.74 0.47
C 0.91 -2.17 1.83
C 1.37 -1.18 2.91
C 0.26 -0.33 3.53
C -0.17 0.90 2.74
N -0.67 0.56 1.39
H 0.88 -2.37 -0.21
H 2.32 -1.85 0.36
H 1.32 -3.16 2.04
H -0.17 -2.27 1.83
H 2.14 -0.53 2.49
H 1.85 -1.74 3.71
H 0.59 0.03 4.51
H -0.61 -0.96 3.73
H 0.67 1.58 2.63
H -0.94 1.43 3.31
H -1.20 1.35 1.02
H -1.35 -0.19 1.46
C -3.05 -4.78 -2.12
C -3.79 -3.49 -1.86
C -5.04 -3.68 -1.03
O -2.91 -2.60 -1.10
P -2.14 -1.39 -1.75
O -0.97 -1.04 -0.91
C -3.37 -0.09 -1.95
P -3.57 1.08 -0.59
O -2.38 1.93 -0.45
O -3.84 0.24 0.72
C -5.09 -0.44 1.06
C -4.69 -1.72 1.76
C -5.93 0.47 1.92
O -4.96 1.77 -0.85
C -5.28 2.59 -2.02
C -4.46 3.86 -2.03
C -6.77 2.84 -1.95
O -1.81 -1.83 -3.22
C -0.46 -1.75 -3.80
C -0.62 -1.26 -5.22
C 0.18 -3.11 -3.71
H -3.68 -5.47 -2.67
H -2.77 -5.25 -1.17
H -2.15 -4.60 -2.71
H -4.03 -3.00 -2.81
H -4.80 -4.13 -0.07
H -5.74 -4.34 -1.56
H -5.55 -2.73 -0.86
H -4.33 -0.58 -2.17
H -3.10 0.50 -2.84
H -5.61 -0.67 0.12
H -4.20 -1.49 2.70
H -4.03 -2.32 1.14
H -5.58 -2.31 1.98
H -5.40 0.71 2.84
H -6.86 -0.03 2.18
H -6.17 1.39 1.39
H -5.05 1.98 -2.91
H -4.68 4.46 -1.15
H -4.72 4.45 -2.92
H -3.39 3.66 -2.05
H -7.00 3.43 -1.06
H -7.32 1.91 -1.91
H -7.09 3.40 -2.82
H 0.10 -1.03 -3.20
H -1.25 -1.95 -5.79
H 0.35 -1.20 -5.71
H -1.08 -0.27 -5.24
H -0.38 -3.84 -4.29
H 0.23 -3.45 -2.67
H 1.20 -3.07 -4.10
*
```

Calculated values
Kohn-Sham gap (alpha / beta)	7.6 / 8.4	eV
HOMO (alpha / beta)	-9.315 / -10.193	eV
largest force on an atom	0.0144	Eh/bohr